<one>
Molecular formula: C5H15NO
Method: DFT, the ωB97M-V functional and the def2-TZVPD basis

E_HOMO: -9.24 eV
SMILES string: CC[C@@H](C)CN.O

Structure (ORCA input):
```
! wB97M-V def2-TZVPD RIJCOSX def2/J DEFGRID3
* xyz 0 1
C -1.0590 -0.6269 0.4368
C 0.4422 -0.5073 0.1472
C 1.1902 -1.7229 0.7175
C 1.0207 0.7911 0.7243
C 0.6941 2.0335 -0.1147
N -1.4762 -0.7787 1.8355
H -1.5511 0.1888 -0.1139
H -1.4451 -1.4850 -0.1389
H 0.5407 -0.5121 -0.9343
H 0.6065 -2.6256 0.5447
H 2.1772 -1.8347 0.2643
H 1.3647 -1.5509 1.7784
H 2.1059 0.6406 0.7925
H 0.7311 0.9906 1.7601
H -0.2414 2.5071 0.1055
H 1.4738 2.7659 0.0410
H 0.6061 1.7682 -1.1728
H -1.8514 0.1138 2.1527
H -0.6188 -0.8110 2.3917
H -2.1462 -0.3305 -3.7806
H -0.9995 0.6788 -4.0570
O -1.5645 0.3073 -3.3801
*
```

---

<two>
Molecular formula: C5H15NO
Method: DFT, the ωB97M-V functional and the def2-TZVPD basis

E_HOMO: -7.57 eV
SMILES string: CC(C)N(C)C.O

Structure (ORCA input):
```
! wB97M-V def2-TZVPD RIJCOSX def2/J DEFGRID3
* xyz 0 1
C -0.2296 -2.1502 0.3968
N 0.1274 -0.9239 -0.2563
C -1.0345 -0.1530 -0.6785
C 1.1761 1.3123 0.2666
C 1.3516 -0.1949 0.0375
C 2.3981 -0.4468 -1.0645
H 0.6515 -2.7169 0.6851
H -0.7366 -2.7648 -0.3495
H -0.8886 -1.9416 1.2445
H -1.8102 -0.8357 -1.0391
H -1.5070 0.3672 0.1644
H -0.7439 0.4546 -1.5346
H 1.9620 1.6066 0.9569
H 1.1340 1.8780 -0.6539
H 0.2546 1.5146 0.8147
H 1.7298 -0.5960 0.9866
H 3.4084 -0.2272 -0.7158
H 2.1494 0.1620 -1.9143
H 2.3450 -1.5103 -1.3020
H -3.0446 2.8165 1.6149
H -3.0705 2.3432 0.1692
O -3.1847 2.0356 1.0722
*
```

---

<three>
Molecular formula: C5H15NO
Method: DFT, the ωB97M-V functional and the def2-TZVPD basis

E_HOMO: -9.36 eV
SMILES string: CC(C)[C@H](C)N.O

Structure (ORCA input):
```
! wB97M-V def2-TZVPD RIJCOSX def2/J DEFGRID3
* xyz 0 1
C -1.1056 0.1752 -1.6285
C -0.4778 -0.3766 -0.2338
C 0.6325 0.5578 0.2619
C 1.3164 0.0992 1.5281
C 0.1880 1.9563 0.5166
N -1.6080 -0.7684 0.6613
H -0.1578 0.4178 -2.1750
H -1.6728 -0.4514 -2.3467
H -1.6084 1.1599 -1.4450
H -0.0011 -1.2707 -0.4376
H 1.3910 0.5046 -0.5144
H 1.5870 -1.0452 1.6788
H 0.7719 0.2702 2.3960
H 2.2527 0.7664 1.6140
H -0.1833 2.5445 -0.3881
H -0.7422 1.9081 1.1243
H 0.9345 2.6860 0.9349
H -1.5732 -0.9724 1.6308
H -2.1668 0.0083 0.6522
H 0.1680 -3.1755 -0.8955
H 1.3133 -2.1833 -1.2063
O 0.7417 -2.8108 -1.7279
*
```

---

<four>
Molecular formula: C5H15NO
Method: DFT, the ωB97M-V functional and the def2-TZVPD basis

E_HOMO: -7.93 eV
SMILES string: CC(C)N(C)C.O

Structure (ORCA input):
```
! wB97M-V def2-TZVPD RIJCOSX def2/J DEFGRID3
* xyz 0 1
C 0.5557 1.4313 0.8533
N 0.7853 0.3747 -0.0658
C 2.0764 -0.2987 -0.0233
C 0.7676 1.4639 -2.4132
C 0.1609 0.5070 -1.3859
C -0.2879 -0.8976 -1.9348
H 1.2302 2.3271 0.6829
H -0.4913 1.7003 0.7082
H 0.7944 1.3602 1.9151
H 2.1615 -0.8019 0.9575
H 2.9740 0.3434 -0.0878
H 2.1405 -1.0888 -0.7643
H -0.0632 2.0858 -2.7603
H 1.0731 0.8478 -3.2732
H 1.5621 2.1400 -2.0773
H -0.8191 0.9355 -1.0896
H -0.7657 -0.6522 -2.8903
H 0.5721 -1.5558 -2.0403
H -1.0753 -1.1989 -1.2691
H -3.0825 -3.0490 4.1446
H -3.0962 -1.4620 4.5516
O -3.5523 -2.1943 4.1488
*
```

---

Last place for stability: <three>

---

<one>
Molecular formula: C5H15NO
Method: DFT, the ωB97M-V functional and the def2-TZVPD basis

E_HOMO: -8.37 eV
SMILES string: CCNC(C)C.O

Structure (ORCA input):
```
! wB97M-V def2-TZVPD RIJCOSX def2/J DEFGRID3
* xyz 0 1
C 1.8637 0.9809 1.8984
C 2.4264 0.1201 0.7686
N 1.4013 -0.6454 0.0643
C 1.2269 0.5364 -2.1640
C 0.4753 -0.0759 -0.9314
C -0.5540 -1.1086 -1.3803
H 1.2521 0.3408 2.5550
H 2.6609 1.3550 2.5342
H 1.2607 1.8535 1.6097
H 3.2441 -0.4586 1.2146
H 2.7890 0.8094 -0.0026
H 0.8738 -1.2170 0.7111
H 0.5040 0.9798 -2.8483
H 2.0002 -0.0864 -2.6071
H 1.8432 1.3410 -1.6975
H 0.0440 0.8409 -0.4861
H -1.1521 -0.6412 -2.1635
H -1.2528 -1.4074 -0.6030
H 0.0171 -2.0015 -1.6860
H -5.3115 0.4574 0.6685
H -5.9326 -0.8320 1.5177
O -5.6420 0.0574 1.4649
*
```

---

<two>
Molecular formula: C5H15NO
Method: DFT, the ωB97M-V functional and the def2-TZVPD basis

E_HOMO: -8.39 eV
SMILES string: CC(C)N(C)C.O

Structure (ORCA input):
```
! wB97M-V def2-TZVPD RIJCOSX def2/J DEFGRID3
* xyz 0 1
C 1.6335 0.1563 0.0132
N 0.8203 -0.0705 1.2229
C 1.5070 -1.0765 1.9451
C -1.1854 -1.7624 0.6894
C -0.6653 -0.2495 1.0892
C -1.2173 0.0563 2.4305
H 1.2813 1.2054 -0.3545
H 2.7595 0.1177 0.3573
H 1.3176 -0.4799 -0.8794
H 2.2857 -0.6927 2.6895
H 1.9353 -1.9812 1.4012
H 1.0355 -1.7317 2.5621
H -0.4309 -2.5230 0.2131
H -2.2256 -1.8758 0.3498
H -0.9991 -2.2404 1.5629
H -1.0355 0.2756 0.1723
H -2.3247 -0.1026 2.5712
H -0.9740 -0.4830 3.5013
H -1.1127 1.1977 2.5976
H -1.3226 2.0801 -6.6455
H -0.0549 2.3316 -5.7942
O -0.7890 2.8313 -6.2337
*
```

---

<three>
Molecular formula: C5H15NO
Method: DFT, the ωB97M-V functional and the def2-TZVPD basis

E_HOMO: -8.90 eV
SMILES string: CC[C@@H](C)CN.O

Structure (ORCA input):
```
! wB97M-V def2-TZVPD RIJCOSX def2/J DEFGRID3
* xyz 0 1
C 0.1364 1.3491 -0.1166
C 0.7621 -0.0612 0.0542
C 1.2754 -0.5373 -1.3100
C -0.2773 -1.0135 0.6729
C 0.3240 -2.4001 0.9128
N 0.4971 2.1787 1.0549
H 0.5700 1.8176 -1.0019
H -0.9498 1.3048 -0.1758
H 1.6389 0.0730 0.6991
H 1.8212 0.1399 -1.9533
H 1.9291 -1.3831 -1.0277
H 0.4668 -1.0318 -1.8664
H -0.9748 -1.0577 -0.1716
H -0.6794 -0.5090 1.5476
H -0.2266 -3.0215 1.6255
H 0.2989 -3.0186 0.0250
H 1.3419 -2.3152 1.2967
H 0.1790 3.1336 1.0578
H 1.5061 2.2066 1.1171
H -3.4362 0.6633 -1.0343
H -3.1978 1.9748 -0.2935
O -3.0049 1.5075 -1.1125
*
```

---

Last place for stability: <two>